The following is a DFT calculation (wB97M-V/def2-TZVPD) of a cluster of 2 separate species, C3H7N3O in total in a non-equilibrium geometry.

Positions of all 14 atoms, in Å:
C  0.458  1.808  -0.080
C  0.275  -0.715  0.419
C  1.462  0.018  0.415
N  -1.717  -0.241  -0.627
N  0.171  -2.052  0.724
N  -0.793  0.127  0.301
O  2.627  -0.057  0.192
H  -1.389  -0.587  -1.526
H  -2.541  0.339  -0.628
H  -0.709  -2.387  1.085
H  0.716  -2.707  0.186
H  0.530  2.333  0.865
H  1.331  1.957  -0.717
H  -0.421  2.164  -0.610

For the HOMO-LUMO gap (alpha / beta), the calculation gives 7.28 / 7.28 eV. The total energy comes out at -357.8332 a.u. The LUMO energy (alpha / beta) is -0.0016 / -0.0016 Eh. The calculation puts the HOMO energy (alpha / beta) at -7.326 / -7.327 eV. The calculation puts the energy relative to the best compared isomer or geometry (same formula, charge and spin) at 135.9 kcal per mole. The value obtained for the max |F| is 1.441 eV Å⁻¹.

Quick look at the natural (NBO) charges, all values in e:
1. C -0.659
2. C 0.081
3. C 0.563
4. N -0.629
5. N -0.796
6. N -0.146
7. O -0.531
8. H 0.364
9. H 0.380
10. H 0.388
11. H 0.388
12. H 0.208
13. H 0.203
14. H 0.185